Entry from the OMol25 dataset: a structure of composition C32H42F5N5O7SSi3TeTi (the ωB97M-V functional and the def2-TZVPD basis).

orbital gap (spin up / spin down) = 3.98 / 5.52 eV
LUMO energy (spin up / spin down) = 3.217 / 3.217 eV
⟨S²⟩ = 2.050
energy above the lowest of the compared OMol25 structures with the same formula, charge and spin = 49.3 kcal per mole
spin multiplicity = 3
net charge = -2
max |F| = 0.59 eV Å⁻¹
E_HOMO (spin up / spin down) = -0.028 / -0.085 hartree

Geometry (Å):
Ti 0.992 -0.270 -1.426
F -3.427 -4.728 1.691
C -2.973 -4.694 0.421
C -2.399 -3.548 -0.095
F -2.313 -2.456 0.693
C -1.931 -3.522 -1.395
F -1.401 -2.354 -1.816
C -2.012 -4.615 -2.273
S -1.456 -4.568 -3.903
C -2.605 -5.750 -1.699
F -2.754 -6.870 -2.431
C -3.072 -5.801 -0.400
F -3.638 -6.929 0.080
O 4.403 1.770 -1.404
C 3.640 0.916 -1.034
O 2.308 1.038 -1.219
C 4.047 -0.298 -0.256
C 5.113 -0.255 0.615
C 5.339 -1.336 1.502
C 4.397 -2.385 1.577
C 3.338 -2.406 0.683
C 3.220 -1.427 -0.310
O 2.279 -1.508 -1.289
N 2.305 -3.369 0.832
O 1.017 -2.910 0.412
O 2.332 -4.323 1.619
N 6.414 -1.311 2.366
O 6.540 -2.253 3.211
O 7.205 -0.315 2.335
H 5.753 0.613 0.662
H 4.488 -3.136 2.345
C -1.079 3.450 -1.514
C -1.213 2.411 -2.583
C -2.120 2.569 -3.614
C -2.221 1.567 -4.577
C -1.390 0.477 -4.530
C -0.435 0.410 -3.499
N -0.404 1.344 -2.523
N 0.507 -0.563 -3.325
Si 1.445 -1.212 -4.679
C 2.660 -2.481 -4.079
C 2.324 0.265 -5.434
C 0.374 -2.007 -5.990
H -1.536 4.387 -1.833
H -0.029 3.612 -1.274
H -1.559 3.112 -0.596
H -2.745 3.451 -3.654
H -2.959 1.645 -5.367
H -1.465 -0.330 -5.242
H 3.419 -2.062 -3.420
H 3.155 -2.938 -4.940
H 2.127 -3.267 -3.539
H 2.974 0.752 -4.703
H 1.595 1.003 -5.781
H 2.933 -0.037 -6.290
H -0.370 -2.648 -5.509
H 1.000 -2.643 -6.623
H -0.120 -1.283 -6.642
C 0.827 -1.718 2.511
C 0.654 -1.695 1.021
N 0.243 -0.754 0.298
H 0.535 -2.688 2.910
H 0.264 -0.916 2.977
H 1.885 -1.561 2.742
C -3.139 0.559 -0.371
Si -3.399 1.029 1.419
C -4.680 -0.116 2.180
C -4.047 2.794 1.577
C -1.826 0.815 2.414
Te -0.075 1.893 1.776
C -0.619 3.710 2.829
Si 0.157 3.791 4.524
C 2.021 3.776 4.376
C -0.374 5.379 5.390
C -0.424 2.341 5.559
H -3.326 1.382 -1.064
H -3.792 -0.271 -0.650
H -2.111 0.217 -0.512
H -5.631 -0.046 1.645
H -4.864 0.119 3.232
H -4.338 -1.152 2.118
H -5.117 2.818 1.354
H -3.546 3.483 0.894
H -3.914 3.173 2.593
H -1.538 -0.235 2.349
H -1.982 1.053 3.469
H -1.708 3.746 2.872
H -0.297 4.536 2.189
H 2.371 4.616 3.771
H 2.358 2.855 3.895
H 2.505 3.841 5.352
H -0.062 6.259 4.822
H 0.061 5.452 6.390
H -1.462 5.416 5.493
H -0.145 1.397 5.087
H -1.511 2.354 5.680
H 0.025 2.367 6.555